Here is 3 unconnected molecules or ions with the total composition CH8O3 from OMol25. Energies are from the ωB97M-V functional and the def2-TZVPD basis.

HOMO level (alpha / beta), eV: 0.95 / -6.97
Energy relative to the best compared isomer or geometry (same formula, charge and spin), kcal per mole: 3.1
Largest force on an atom, eV/A: 0.64
2S+1: 2
LUMO energy (alpha / beta), eV: 4.00 / 4.01
Net charge: -1
<S²>: 0.750

Last column: natural (NBO) charge in e.
Atoms and positions in Å:
C -0.4640 -0.6550 1.4365  -0.55
O -0.3171 0.7490 1.6553  -0.75
H -0.7667 -0.8365 0.4122  0.15
H 0.4940 -1.1159 1.6490  0.15
H -1.1798 -1.1117 2.1387  0.14
H -1.1498 1.1449 1.3856  0.46
H 0.3973 2.3003 -0.8585  0.46
H -0.3077 1.1276 -1.5052  0.48
O -0.3330 2.0934 -1.4529  -0.98
H 1.6821 -1.6464 -2.0873  0.32
H 0.9540 -1.0622 -0.9027  0.40
O 0.9907 -0.9874 -1.8705  -1.28

Cartesian forces (eV/Å) of the 6 atoms listed first:
-0.0233 0.2727 0.5779
-0.1174 -0.1272 0.1818
-0.0363 -0.3613 -0.1894
0.2017 -0.0727 -0.2460
-0.0938 0.1367 -0.1701
0.0362 0.1916 -0.0769

***

Here is 3 unconnected molecules or ions with the total composition CH8O3 in a non-equilibrium geometry from OMol25. Energies are from the ωB97M-V functional and the def2-TZVPD basis.

HOMO level, eV: -10.82
Energy relative to the best compared isomer or geometry (same formula, charge and spin), kcal per mole: 9.5
Largest force on an atom, eV/A: 1.71
SMILES: CO.O.O
2S+1: 1
LUMO energy, eV: 0.53
Net charge: 0

Last column: natural (NBO) charge in e.
Atoms and positions in Å:
C -0.3584 1.0494 1.7758  -0.24
O -1.2769 0.0498 1.3957  -0.72
H -0.0138 1.6636 0.9400  0.14
H -0.7454 1.7121 2.5524  0.17
H 0.5332 0.5740 2.1793  0.19
H -2.1306 0.4886 1.2280  0.47
H 2.1893 1.5535 -1.7154  0.47
H 0.9529 1.3442 -0.8916  0.46
O 1.7956 0.9765 -1.0963  -0.93
H -0.3194 -2.0082 -0.8637  0.47
H 0.2641 -1.5391 -2.1433  0.47
O -0.2975 -2.2398 -1.7986  -0.94

Cartesian forces (eV/Å) of the 6 atoms listed first:
0.5130 0.2135 0.2605
-0.6616 0.3102 -0.1967
-0.1866 0.0795 -0.1037
-0.1217 0.0124 -0.0064
-0.0689 -0.1983 -0.0011
0.5274 -0.4255 0.0559

***

Here is 4 unconnected molecules or ions with the total composition CH8O4 in a non-equilibrium geometry from OMol25. Energies are from the ωB97M-V functional and the def2-TZVPD basis.

HOMO level, eV: -9.95
Energy relative to the best compared isomer or geometry (same formula, charge and spin), kcal per mole: 1.9
Largest force on an atom, eV/A: 1.34
SMILES: C=O.O.O.O
2S+1: 1
LUMO energy, eV: 0.68
Net charge: 0

Last column: natural (NBO) charge in e.
Atoms and positions in Å:
O 0.0109 0.1797 2.2728  -0.54
C 0.1867 -0.9200 1.8416  0.31
H 1.1599 -1.4408 1.8104  0.11
H -0.5986 -1.5764 1.4467  0.12
H -0.5585 0.3532 -2.9401  0.48
H -0.3336 1.1653 -1.6569  0.51
O -0.5553 0.2714 -1.9751  -0.98
H 0.3894 1.7846 0.4068  0.50
H 0.8915 3.0578 -0.2305  0.49
O 0.3537 2.2797 -0.4137  -0.96
H -0.1103 -1.3145 -1.2095  0.50
H -0.6430 -2.6930 -0.8403  0.46
O 0.1463 -2.1475 -0.7691  -0.98

Cartesian forces (eV/Å) of the 6 atoms listed first:
0.0249 0.7178 -0.0190
0.1302 -1.3267 -0.1288
0.2831 0.4018 0.0839
-0.4323 0.2924 0.0857
-0.0204 -0.1751 0.3356
0.1047 -0.2317 0.1876

***

Here is 4 unconnected molecules or ions with the total composition CH8O4 from OMol25. Energies are from the ωB97M-V functional and the def2-TZVPD basis.

HOMO level, eV: -10.36
Energy relative to the best compared isomer or geometry (same formula, charge and spin), kcal per mole: 3.7
Largest force on an atom, eV/A: 0.64
SMILES: C=O.O.O.O
2S+1: 1
LUMO energy, eV: 0.65
Net charge: 0

Last column: natural (NBO) charge in e.
Atoms and positions in Å:
O 0.1986 -2.0061 -0.8894  -0.54
C -0.3503 -1.1960 -1.5927  0.29
H -0.1181 -0.1183 -1.6099  0.15
H -1.1366 -1.5094 -2.3065  0.10
H 0.0331 1.9320 2.1031  0.47
H 0.0293 0.4922 1.5982  0.49
O -0.0100 1.4225 1.2800  -0.99
H 1.3232 -0.8813 2.1847  0.47
H 0.3695 -1.4138 1.1539  0.49
O 0.4138 -1.2021 2.1018  -0.94
H 0.4424 2.5850 -1.1086  0.48
H -1.0015 2.1768 -0.7772  0.49
O -0.3692 2.2427 -1.4994  -0.96

Cartesian forces (eV/Å) of the 6 atoms listed first:
-0.0121 0.2353 0.2837
-0.1962 -0.0001 -0.4802
0.1211 -0.0467 0.2605
0.0501 -0.0765 0.0649
-0.0708 -0.0679 -0.3393
-0.1886 0.4202 -0.1193

***

Here is 2 unconnected molecules or ions with the total composition CH8P2Si2 in a non-equilibrium geometry from OMol25. Energies are from the ωB97M-V functional and the def2-TZVPD basis.

HOMO level, eV: -9.13
Energy relative to the best compared isomer or geometry (same formula, charge and spin), kcal per mole: 33.5
Largest force on an atom, eV/A: 4.87
2S+1: 1
LUMO energy, eV: -1.17
Net charge: 0

Last column: natural (NBO) charge in e.
Atoms and positions in Å:
C -0.2174 0.0058 0.0171  -1.47
Si -1.9765 -0.6183 -0.2018  0.93
Si 1.4069 -0.8112 -0.6585  0.91
P 1.0645 2.2301 1.6316  0.00
P 0.0626 1.8614 -0.1117  0.37
H 0.1009 -0.3903 1.5576  0.20
H -2.8015 -0.2139 1.0059  -0.14
H -2.1340 -2.2022 -0.3975  -0.14
H -2.3081 -0.1363 -1.4722  -0.18
H 1.5869 -2.3501 -0.6155  -0.14
H 1.1181 -0.6109 -2.0680  -0.17
H 2.5066 -0.2068 0.1752  -0.13
H 1.5909 3.4428 1.1378  -0.03

Cartesian forces (eV/Å) of the 6 atoms listed first:
1.4664 -0.9585 4.5395
0.5494 -2.2062 1.3816
-1.0029 -0.9473 0.8342
-0.2561 -0.4810 -0.8030
0.4202 -0.7716 0.6522
-0.8413 1.0294 -3.7290

***

Here is 2 unconnected molecules or ions with the total composition CH9N2O in a non-equilibrium geometry from OMol25. Energies are from the ωB97M-V functional and the def2-TZVPD basis.

HOMO level, eV: -15.73
Energy relative to the best compared isomer or geometry (same formula, charge and spin), kcal per mole: 5.3
Largest force on an atom, eV/A: 1.08
2S+1: 1
LUMO energy, eV: -3.24
Net charge: +1

Last column: natural (NBO) charge in e.
Atoms and positions in Å:
N -0.6336 1.9191 -0.7059  -1.09
H -0.5332 2.3264 0.2181  0.38
H 0.0532 2.3989 -1.2687  0.39
H -0.5723 0.1280 -0.6967  0.47
H -1.5580 2.2571 -0.9700  0.40
N -0.2190 -0.8519 -0.5148  -0.73
C 0.7535 -0.8125 0.6111  0.10
O 0.5720 -2.0360 1.2627  -0.70
H 0.1415 -1.1955 -1.3888  0.44
H -0.9966 -1.4588 -0.2271  0.45
H 1.7600 -0.7645 0.2025  0.20
H 0.5066 0.0205 1.2631  0.19
H 0.7258 -1.9308 2.2144  0.51

Cartesian forces (eV/Å) of the 6 atoms listed first:
-0.5640 0.0222 0.5116
0.2201 -0.0789 0.2255
0.0412 0.1278 -0.3589
0.1224 0.3977 0.0596
0.1616 -0.0675 -0.4075
-0.8562 0.3286 0.3073